(1)
The molecule C3H8NOPS2 in a non-equilibrium geometry. Source: the Open Molecules 2025 dataset; level of theory: ωB97M-V/def2-TZVPD.

The total charge is 0. For the HOMO-LUMO gap (spin up / spin down), the calculation gives 8.1 / 6.4 eV. The spin multiplicity is 3. The value obtained for the energy above the lowest of the compared OMol25 structures with the same formula, charge and spin is 1.333 eV. The calculation puts the total energy at -37734.042 eV. The HOMO energy (spin up / spin down) is -7.403 / -8.759 eV.

XYZ file:
```
16
C3H8NOPS2 (ωB97M-V/def2-TZVPD)
C -0.30129 -1.43466 -1.04270
C -1.69513 -2.10101 -0.47217
C 1.18546 2.95792 1.07327
N 0.67371 -1.06753 -0.09171
O -2.39462 -1.33228 0.29185
P 0.76486 0.10044 1.06149
S 2.37440 -0.12739 2.19566
S 0.45630 1.79996 -0.08674
H -0.05475 -2.29589 -1.61335
H -0.61491 -0.58588 -1.61891
H -2.17323 -2.15574 -1.56945
H -1.38655 -3.18662 -0.14935
H 0.47068 3.39543 1.80521
H 1.74753 3.68294 0.38231
H 1.75480 2.48473 1.73413
H 1.38895 -1.75662 0.22150
```

Results of the natural (NBO) charge analysis, in e, for atoms 1 through 6:
1. C -0.2425
2. C -0.1297
3. C -0.7369
4. N -0.9809
5. O -0.2620
6. P 0.9717



(2)
A structure of composition C16H27N2O4P in a non-equilibrium geometry. Source: the Open Molecules 2025 dataset; level of theory: ωB97M-V/def2-TZVPD.

The total charge is 0. For the HOMO-LUMO gap, the calculation gives 8.9 eV. The value obtained for the energy above the lowest of the compared OMol25 structures with the same formula, charge and spin is 1.609 eV. The calculation puts the total energy at -37486.888 eV. The HOMO energy is -8.483 eV.

XYZ file:
```
50
C16H27N2O4P (ωB97M-V/def2-TZVPD)
O 0.74920 1.51698 -3.41536
O 0.81665 -3.58043 -5.02794
O -0.39123 -2.22671 -6.85642
O -0.54085 -4.51741 -5.83490
C 0.67044 0.52546 -2.66609
C 1.56348 3.87898 0.13415
C 1.18307 2.87468 -0.81354
C 1.81741 3.45951 1.42455
C 1.24643 1.20074 0.90788
C 1.05403 1.55204 -0.42786
C 1.73669 2.12222 1.82519
N 0.68544 0.52205 -1.28873
N 0.75896 -1.92807 -2.57846
C -3.14357 -0.93044 4.44561
C 2.12854 1.63950 3.16544
C -1.67257 -0.40498 4.05126
C 1.16368 0.80343 4.08005
C -1.24387 0.79341 4.93203
C -0.05100 1.52971 4.32265
C -1.11238 -1.01353 -3.81098
C -1.62187 -2.41955 -4.32413
C 0.44756 -0.77411 -3.39231
P -0.47561 -3.09945 -5.52862
H 0.20758 -2.64652 -7.54975
H 0.42244 -4.47151 -5.46580
H 1.88818 4.83608 -0.16989
H 0.91237 3.23791 -1.82001
H 2.09006 4.27627 2.06388
H 1.21301 0.16969 1.13815
H 0.63824 -0.44217 -0.96458
H 0.48184 -2.82677 -2.97720
H 1.74910 -2.00773 -2.53486
H -3.22383 -1.26471 5.49767
H -3.87311 -0.08836 4.37460
H -3.50611 -1.68537 3.80436
H 2.40410 2.56193 3.61077
H 2.96116 0.96942 2.97875
H -1.71447 -0.07296 2.98600
H -1.01684 -1.32572 3.97895
H 1.75234 0.58029 4.98932
H 0.92556 -0.12995 3.64178
H -2.00140 1.56385 4.84396
H -1.28199 0.47198 5.95029
H -0.43311 1.89965 3.32732
H 0.14266 2.36105 4.96637
H -1.66222 -0.89892 -2.86048
H -1.55567 -0.25857 -4.38770
H -2.63352 -2.33540 -4.85856
H -1.68100 -3.16828 -3.52652
H 1.02600 -0.82921 -4.36031
```

Results of the natural (NBO) charge analysis, in e, for atoms 1 through 6:
1. O -0.6099
2. O -1.1123
3. O -0.9837
4. O -1.0933
5. C 0.6550
6. C -0.1797



(3)
A structure of composition C3H3FeLiO4 in a non-equilibrium geometry. Source: the Open Molecules 2025 dataset; level of theory: ωB97M-V/def2-TZVPD.

The total charge is +1. For the HOMO-LUMO gap (spin up / spin down), the calculation gives 6.5 / 9.7 eV. The spin multiplicity is 6. The value obtained for the energy above the lowest of the compared OMol25 structures with the same formula, charge and spin is 0.000 eV. The calculation puts the total energy at -45935.044 eV. The HOMO energy (spin up / spin down) is -10.371 / -13.723 eV.

XYZ file:
```
12
C3H3FeLiO4 (ωB97M-V/def2-TZVPD)
H -0.85382 -1.27662 0.72920
C -2.00992 -0.13606 -0.52540
C -0.65901 -0.68910 -0.20280
O 0.19155 0.41108 0.03377
C 1.48160 0.22671 0.40656
O 1.93315 -0.91845 0.59029
O 2.14676 1.27804 0.53949
O -2.21311 1.06396 -0.59167
Fe 3.69822 0.05168 1.06081
H -2.78273 -0.87491 -0.80604
H -0.29500 -1.33005 -1.01997
Li -0.63768 2.19374 -0.21424
```

Results of the natural (NBO) charge analysis, in e, for atoms 1 through 6:
1. H 0.2510
2. C 0.4587
3. C -0.1949
4. O -0.5975
5. C 0.9406
6. O -0.7492



(4)
A cluster of 2 separate species, C7H9O3 in total in a non-equilibrium geometry. Source: the Open Molecules 2025 dataset; level of theory: ωB97M-V/def2-TZVPD.

The total charge is -1. For the HOMO-LUMO gap, the calculation gives 6.6 eV. The value obtained for the energy above the lowest of the compared OMol25 structures with the same formula, charge and spin is 1.595 eV. The calculation puts the total energy at -13545.303 eV. The HOMO energy is -2.682 eV.

XYZ file:
```
19
C7H9O3 (ωB97M-V/def2-TZVPD)
C -1.30598 -1.14227 1.88508
C -0.60557 -1.22806 0.87752
C 0.23523 1.12316 -1.83344
C 1.59684 -0.97974 -0.10976
C -1.12276 1.62602 0.26925
C 0.13950 -0.98160 -0.23840
C 0.22198 1.48973 -0.37638
O -0.66501 0.82649 -2.57473
O 1.51558 0.98875 -2.30240
O 1.36226 1.72944 0.12528
H -1.88174 -0.92972 2.71310
H 1.90975 -0.06568 0.47808
H 2.02634 -1.87259 0.29895
H 2.10960 -0.74700 -1.05622
H -1.25623 0.95998 1.07446
H -1.34367 2.66572 0.46393
H -1.73315 1.25989 -0.62744
H -0.31811 -1.29436 -1.21643
H 2.17113 1.29778 -1.59460
```

Results of the natural (NBO) charge analysis, in e, for atoms 1 through 6:
1. C -0.4347
2. C 0.0193
3. C 0.6935
4. C -0.6518
5. C -0.7113
6. C -0.4705



What did the second record say?
A structure of composition C16H27N2O4P in a non-equilibrium geometry. Source: the Open Molecules 2025 dataset; level of theory: ωB97M-V/def2-TZVPD.

The total charge is 0. For the HOMO-LUMO gap, the calculation gives 8.9 eV. The value obtained for the energy above the lowest of the compared OMol25 structures with the same formula, charge and spin is 1.609 eV. The calculation puts the total energy at -37486.888 eV. The HOMO energy is -8.483 eV.

XYZ file:
```
50
C16H27N2O4P (ωB97M-V/def2-TZVPD)
O 0.74920 1.51698 -3.41536
O 0.81665 -3.58043 -5.02794
O -0.39123 -2.22671 -6.85642
O -0.54085 -4.51741 -5.83490
C 0.67044 0.52546 -2.66609
C 1.56348 3.87898 0.13415
C 1.18307 2.87468 -0.81354
C 1.81741 3.45951 1.42455
C 1.24643 1.20074 0.90788
C 1.05403 1.55204 -0.42786
C 1.73669 2.12222 1.82519
N 0.68544 0.52205 -1.28873
N 0.75896 -1.92807 -2.57846
C -3.14357 -0.93044 4.44561
C 2.12854 1.63950 3.16544
C -1.67257 -0.40498 4.05126
C 1.16368 0.80343 4.08005
C -1.24387 0.79341 4.93203
C -0.05100 1.52971 4.32265
C -1.11238 -1.01353 -3.81098
C -1.62187 -2.41955 -4.32413
C 0.44756 -0.77411 -3.39231
P -0.47561 -3.09945 -5.52862
H 0.20758 -2.64652 -7.54975
H 0.42244 -4.47151 -5.46580
H 1.88818 4.83608 -0.16989
H 0.91237 3.23791 -1.82001
H 2.09006 4.27627 2.06388
H 1.21301 0.16969 1.13815
H 0.63824 -0.44217 -0.96458
H 0.48184 -2.82677 -2.97720
H 1.74910 -2.00773 -2.53486
H -3.22383 -1.26471 5.49767
H -3.87311 -0.08836 4.37460
H -3.50611 -1.68537 3.80436
H 2.40410 2.56193 3.61077
H 2.96116 0.96942 2.97875
H -1.71447 -0.07296 2.98600
H -1.01684 -1.32572 3.97895
H 1.75234 0.58029 4.98932
H 0.92556 -0.12995 3.64178
H -2.00140 1.56385 4.84396
H -1.28199 0.47198 5.95029
H -0.43311 1.89965 3.32732
H 0.14266 2.36105 4.96637
H -1.66222 -0.89892 -2.86048
H -1.55567 -0.25857 -4.38770
H -2.63352 -2.33540 -4.85856
H -1.68100 -3.16828 -3.52652
H 1.02600 -0.82921 -4.36031
```

Results of the natural (NBO) charge analysis, in e, for atoms 1 through 6:
1. O -0.6099
2. O -1.1123
3. O -0.9837
4. O -1.0933
5. C 0.6550
6. C -0.1797